{
  "formula": "C6H10",
  "method": "the ωB97M-V functional and the def2-TZVPD basis",
  "e_lumo_ha": 0.039,
  "homo_ha": -0.3436,
  "energy_ev": -6382.6406,
  "symbols": ["C", "C", "C", "C", "C", "C", "H", "H", "H", "H", "H", "H", "H", "H", "H", "H"],
  "coordinates": [[2.897620, -0.715957, 0.761110], [1.708322, -0.300895, 0.015572], [0.735454, 0.057561, -0.600222], [-0.464290, 0.535668, -1.295586], [-1.778789, 0.057221, -0.655670], [-1.837201, 0.306286, 0.847397], [3.770196, -0.785528, 0.104089], [3.137158, 0.005170, 1.549901], [2.754693, -1.694490, 1.231969], [-0.432910, 0.221102, -2.345746], [-0.441841, 1.633471, -1.298729], [-2.601940, 0.578026, -1.159693], [-1.911453, -1.012884, -0.854158], [-1.095959, -0.310882, 1.364294], [-2.825700, 0.071718, 1.255421], [-1.613367, 1.354413, 1.080048]],
  "forces_ev_per_a": [[0.12, -0.03, 0.07], [-0.40, 0.13, -0.27], [0.44, -0.17, 0.29], [-0.02, 0.05, -0.06], [-0.05, -0.04, -0.03], [0.02, 0.05, 0.07], [-0.14, 0.00, 0.05], [-0.07, -0.10, -0.11], [-0.02, 0.15, -0.09], [0.02, 0.05, 0.14], [-0.02, -0.13, 0.01], [0.09, -0.09, 0.07], [0.04, 0.13, 0.01], [-0.10, 0.11, -0.04], [0.14, 0.02, -0.08], [-0.06, -0.13, -0.02]]
}